<P>
Molecular formula: C6H4O
Method: DFT, ωB97M-V/def2-TZVPD

Cartesian coordinates (Å):
C 3.05039 -0.23009 -0.06231
C 1.85557 -0.05809 -0.06598
C 0.43281 0.03479 -0.03159
C -0.48978 1.01892 0.20724
C -1.75727 0.38780 0.28867
C -1.55165 -0.89724 -0.06527
O -0.23068 -1.14776 -0.21199
H 4.11043 -0.37821 -0.08664
H -0.52752 2.03283 -0.13192
H -2.66785 0.91322 0.54219
H -2.22444 -1.67617 -0.38241

highest occupied orbital energy: -0.31331 hartree
Kohn-Sham gap: 0.3471 hartree
molar mass: 92.10 g mol⁻¹
SMILES: C#Cc1ccco1

Charges obtained by Löwdin population analysis, quoted in units of e: number 1, C, carries 0.134; number 2, C, carries -0.048; number 3, C, carries -0.289; number 4, C, carries -0.027; number 5, C, carries -0.071; number 6, C, carries -0.115; number 7, O, carries 0.039; number 8, H, carries 0.032; number 9, H, carries 0.113; number 10, H, carries 0.108; number 11, H, carries 0.123

***

<Q>
Molecular formula: C6H4O
Method: DFT, ωB97M-V/def2-TZVPD

Cartesian coordinates (Å):
C -1.85704 -1.51613 -0.31406
C -0.23183 2.51360 -0.30000
C -0.98035 -0.81374 0.10598
C -0.10680 1.40088 0.13133
C 1.73198 -0.74987 -0.04990
C -0.00039 0.07142 0.61601
O 2.92183 -0.54769 -0.15792
H -2.63931 -2.12119 -0.66041
H -0.34720 3.49519 -0.65090
H 1.31969 -1.71227 -0.40088
H 0.18942 -0.02021 1.68075

highest occupied orbital energy: -0.32782 hartree
Kohn-Sham gap: 0.3454 hartree
molar mass: 92.10 g mol⁻¹

Charges obtained by Löwdin population analysis, quoted in units of e: number 1, C, carries 0.156; number 2, C, carries 0.140; number 3, C, carries -0.170; number 4, C, carries -0.155; number 5, C, carries -0.056; number 6, C, carries -0.231; number 7, O, carries 0.056; number 8, H, carries 0.025; number 9, H, carries 0.021; number 10, H, carries 0.087; number 11, H, carries 0.126

***

In order of decreasing stability: <P>, <Q>.